Here is C34H38ILaN6O6PSTe as an isolated structure from the OMol25 dataset. Energies are from ωB97M-V with the def2-TZVPD basis set.

Summary:
Net charge: +1
Orbital gap, eV: 6.76
Energy above the lowest of the compared OMol25 structures with the same formula, charge and spin, kcal per mole: 0.0
2S+1: 1

Structure (XYZ):
```
89
Properties=species:S:1:pos:R:3:forces:R:3
La -0.68954 -0.73011 1.11055 0.31 0.00 -0.43
C -3.27670 -4.54367 -3.64526 -0.10 0.70 -0.20
O -2.51620 -4.01183 -4.75714 -0.40 0.87 0.39
C -2.63007 -2.66383 -5.03105 0.86 -0.45 0.36
C -1.76202 -2.17080 -6.00444 -0.06 0.37 -0.45
C -1.65600 -0.81007 -6.30664 -0.87 -0.18 1.36
C -2.41207 0.11162 -5.55268 -0.50 -0.71 0.79
C -3.30916 -0.40369 -4.59734 -0.36 0.39 -0.36
C -3.41474 -1.76237 -4.33622 -0.60 -0.14 0.25
N -2.40055 1.51031 -5.86820 0.48 0.76 0.09
N -2.36761 2.42855 -5.01536 -0.12 -1.05 -0.45
C -2.29510 2.08514 -3.60429 0.35 0.41 -0.67
C -3.41672 2.27367 -2.84299 0.44 -0.42 1.00
C -3.43866 1.75806 -1.50612 0.63 0.43 -0.28
C -2.27322 1.17775 -0.98207 -0.97 0.39 -0.78
O -2.27764 0.56107 0.17863 0.25 -0.11 0.86
C -1.06126 1.18175 -1.74895 -0.34 0.56 0.97
N 0.07495 0.70542 -1.12834 -1.84 -0.19 0.96
C 1.11183 0.51377 -1.84736 2.08 -0.56 0.04
C 1.21560 0.77722 -3.21406 -0.52 0.40 0.01
C 0.13185 1.31646 -3.82540 -0.87 0.49 -0.10
C -1.06312 1.63987 -3.06315 0.47 -1.22 -0.98
H -2.66984 -5.32605 -3.18823 0.03 0.21 0.00
H -4.16818 -5.00504 -4.07429 -0.16 0.12 0.29
H -3.54720 -3.74892 -2.89110 0.42 -1.08 -0.73
H -1.20983 -2.91305 -6.54999 0.38 -0.06 -0.21
H -0.97595 -0.44789 -7.03870 0.38 0.12 -0.63
H -4.02942 0.27122 -4.12479 0.48 -0.37 -0.10
H -4.13407 -2.13346 -3.60344 0.16 0.44 -0.29
H -4.26443 2.73773 -3.33944 -0.11 -0.18 0.32
H -4.32078 1.82811 -0.84661 0.50 -0.13 -0.59
H 1.95944 0.03835 -1.35346 0.07 0.19 0.00
H 2.12707 0.54250 -3.72155 0.24 -0.12 -0.33
H 0.14860 1.44522 -4.89867 -0.10 0.32 -0.04
N 5.32637 1.30645 -0.01887 0.10 -0.43 0.19
C 4.96161 0.28609 0.37394 0.24 0.78 -0.37
C 4.26975 -0.87946 0.81525 -0.33 -0.05 0.50
C 4.81982 -2.16014 0.83810 0.42 -0.25 -0.28
C 3.96041 -3.19361 1.22527 -0.44 -0.10 -0.21
C 2.63693 -2.86832 1.58018 0.47 -0.27 -0.33
N 2.09900 -1.63445 1.49136 0.10 -0.44 0.57
C 2.93079 -0.65161 1.18491 0.73 -0.76 -0.87
H 5.89108 -2.31030 0.53090 -1.34 0.02 0.34
H 4.22318 -4.26996 1.14635 0.04 1.02 0.40
H 1.99727 -3.66292 1.94712 -0.24 0.09 -0.27
H 2.53752 0.34064 1.11214 -0.13 0.46 0.00
N -0.93938 -1.21976 5.75502 -0.80 -0.57 -0.49
C -1.44929 -1.31468 4.50297 -0.76 -0.22 2.78
O -0.85872 -0.74728 3.60753 0.53 0.48 -1.77
C -2.74208 -2.08285 4.33153 0.59 -0.89 -0.08
I -4.21033 -0.94448 3.27718 0.29 -0.10 0.31
H -0.08928 -0.70505 5.86467 0.24 0.09 0.07
H -1.33821 -1.66715 6.56596 -0.09 0.04 -0.23
H -3.08724 -2.55774 5.27709 -0.03 0.68 -0.74
H -2.48515 -2.89263 3.62492 -0.21 0.23 0.32
Te -1.64106 -3.77817 0.95874 0.20 0.01 -0.22
C -0.56101 -3.36464 -0.82985 0.44 -0.73 0.36
C 0.52663 -3.98973 -1.38107 0.60 0.80 -0.68
C 0.99097 -3.36865 -2.62456 -1.14 -0.82 1.03
C 0.17951 -2.34590 -3.00086 0.20 0.15 -0.30
S -1.07340 -2.10695 -1.84266 -0.53 0.55 -0.81
H 0.99575 -4.84387 -0.93508 0.17 -0.26 0.15
H 1.76948 -3.77375 -3.25422 0.12 0.05 0.10
H 0.23413 -1.80093 -3.94649 -0.21 -0.07 0.55
C -0.78262 4.86864 2.19332 -0.38 -1.04 0.66
C -1.24812 3.50623 2.76954 1.05 0.74 -0.11
O -0.08424 2.85942 3.41688 0.00 0.39 -0.09
P 0.71729 1.73520 2.62989 0.25 -1.10 -0.42
O 1.89638 2.30975 1.69641 -0.63 -0.22 0.44
C 3.09096 2.87913 2.24604 1.02 0.79 -0.44
C 3.41206 4.10365 1.38173 0.98 -0.55 0.56
O 1.67699 1.12634 3.79097 -0.11 -0.03 -0.43
C 1.46524 1.11020 5.18978 -1.09 0.03 0.38
C 2.50970 1.95112 5.85934 0.78 -0.26 0.88
H -1.68329 5.42442 1.92564 0.26 0.29 0.15
H -0.15047 4.77956 1.32339 0.09 -0.29 -0.39
H -0.17190 5.33501 2.96932 -0.39 0.37 -0.05
H -1.64289 2.83817 1.98169 -0.12 0.21 0.54
H -1.92352 3.69830 3.61356 -0.08 -0.37 -0.54
H 3.94439 2.15578 2.22065 -0.94 0.28 -0.11
H 2.93281 3.15866 3.28900 0.03 0.00 -0.12
H 3.20073 3.89535 0.33691 -0.21 0.01 -0.04
H 4.50449 4.26386 1.43020 -0.51 0.31 0.10
H 2.86520 4.97163 1.74431 0.06 0.09 -0.23
H 1.50577 0.07266 5.53990 0.47 0.01 -0.20
H 0.43177 1.43286 5.38339 0.29 0.28 0.15
H 3.49604 1.57399 5.58388 0.02 -0.03 -0.08
H 2.49364 1.93696 6.96527 -0.35 -0.17 -0.50
H 2.47932 2.98190 5.55969 -0.26 0.51 -0.23
```
Forces are in eV/Å.

Here is a 2-piece molecular cluster, C2H2FNO2 overall from the OMol25 dataset. Energies are from ωB97M-V with the def2-TZVPD basis set.

Summary:
Net charge: 0
Orbital gap (alpha / beta), eV: 9.39 / 8.55
Energy above the lowest of the compared OMol25 structures with the same formula, charge and spin, kcal per mole: 162.5
2S+1: 1

Structure (XYZ):
```
8
Properties=species:S:1:pos:R:3:forces:R:3
C 0.09530 0.33125 -0.19898 -2.92 -0.63 -1.91
C 1.16367 1.00834 0.00564 1.96 0.95 0.03
N 3.04055 -0.41022 0.02153 0.29 0.81 0.14
O 4.10192 0.17427 -0.05805 -1.86 -1.17 0.12
O 2.76496 -1.57853 0.10806 0.30 1.62 -0.18
F 1.36914 2.33193 0.02193 0.04 -1.73 0.15
H -0.89099 0.71610 -0.58285 1.09 0.73 0.94
H -0.01790 -0.71262 -0.43187 1.10 -0.58 0.71
```
Forces are in eV/Å.

Here is a 2-piece molecular cluster, C4H8O3 overall from the OMol25 dataset. Energies are from ωB97M-V with the def2-TZVPD basis set.

Summary:
Net charge: +1
Orbital gap (alpha / beta), eV: 8.22 / 4.67
Energy above the lowest of the compared OMol25 structures with the same formula, charge and spin, kcal per mole: 35.5
2S+1: 2

Structure (XYZ):
```
15
Properties=species:S:1:pos:R:3:forces:R:3
O 2.11195 1.47495 0.26261 -0.15 0.69 -0.64
C 0.98359 1.21172 -0.01007 0.72 -2.00 2.04
C 0.56499 0.34311 -1.16095 -0.31 -0.38 -1.13
C -0.92721 0.01010 -1.15218 0.45 0.23 -0.56
C -1.50628 -0.47918 0.14166 -2.10 1.35 1.00
O -2.59492 0.01203 0.41868 1.25 -0.78 -0.10
H 0.23158 1.24192 0.82566 -0.34 0.73 -0.24
H 1.13147 -0.59391 -1.22101 0.28 0.41 0.43
H 0.80028 0.92753 -2.05682 -0.27 -0.26 -0.21
H -1.48770 0.89257 -1.45460 -0.39 -0.20 -0.07
H -1.24369 -0.86008 -1.76544 0.41 0.32 -0.23
H -1.15101 -1.22105 0.88351 0.44 -0.29 -0.44
H 0.70826 -1.26547 1.72613 0.73 -0.24 0.52
H 1.70319 -2.47762 1.66787 -0.09 0.15 0.19
O 1.07779 -1.94994 1.15848 -0.64 0.27 -0.55
```
Forces are in eV/Å.

| no. | strongest force on any atom (eV Å⁻¹) | DFT total energy (Ha) |
| --- | --- | --- |
| 1 | 2.890 | -3435.1342 |
| 2 | 3.545 | -382.2714 |
| 3 | 2.947 | -382.5169 |